one.
DFT (the ωB97M-V functional and the def2-TZVPD basis) results for C8H14N2O5 in the gas phase.

The calculation puts the HOMO-LUMO gap at 9.96 eV. Its multiplicity is 1. As for the net charge: 0.

Each line ends with the natural charge from an NBO analysis.
Cartesian coordinates (Å):
C1 -0.836 -2.680 0.092  -0.62
C2 0.403 -2.368 -0.996  -0.17
N1 -0.051 -0.951 -1.282  -0.67
C3 0.868 -0.145 -0.650  0.69
O1 2.087 -0.566 -0.585  -0.62
C4 0.201 1.184 -0.311  -0.15
N2 -1.106 1.088 -0.971  -0.85
C5 0.040 1.442 1.092  -0.43
C6 -0.483 2.846 1.425  -0.51
C7 -0.519 3.144 2.933  0.79
O2 -0.180 2.314 3.892  -0.61
O3 -0.731 4.451 3.166  -0.72
C8 0.265 -3.305 -2.232  0.78
O4 0.065 -4.512 -2.338  -0.55
O5 0.551 -2.534 -3.344  -0.69
H1 -0.903 -3.838 0.403  0.25
H2 -1.820 -2.455 -0.585  0.18
H3 -0.912 -1.892 0.878  0.22
H4 1.351 -2.415 -0.494  0.28
H5 -1.023 -0.935 -1.316  0.44
H6 0.994 1.891 -0.789  0.21
H7 -1.734 1.950 -0.923  0.38
H8 -0.852 1.204 -2.014  0.37
H9 0.905 1.107 1.894  0.27
H10 -0.746 0.680 1.352  0.21
H11 -1.437 2.965 0.664  0.24
H12 0.426 3.359 1.135  0.25
H13 -0.808 5.050 4.194  0.55
H14 0.679 -1.577 -3.082  0.50


two.
DFT (the ωB97M-V functional and the def2-TZVPD basis) results for C8H14N2O5 in the gas phase.

The calculation puts the HOMO-LUMO gap at 9.72 eV. Its multiplicity is 1. As for the net charge: 0.

Each line ends with the natural charge from an NBO analysis.
Cartesian coordinates (Å):
C1 -2.276 -1.089 1.600  -0.60
C2 -1.623 -0.611 0.342  -0.19
N1 -1.860 0.760 0.155  -0.61
C3 -1.007 1.778 -0.222  0.67
O1 -1.503 2.893 -0.296  -0.60
C4 0.399 1.359 -0.528  -0.18
N2 0.993 2.360 -1.428  -0.84
C5 1.299 1.072 0.685  -0.40
C6 2.552 0.290 0.275  -0.51
C7 2.385 -1.188 -0.207  0.83
O2 1.382 -1.683 -0.688  -0.67
O3 3.528 -1.876 -0.124  -0.68
C8 -2.240 -1.418 -0.759  0.78
O4 -3.432 -1.421 -0.995  -0.58
O5 -1.375 -2.237 -1.420  -0.68
H1 -2.210 -2.201 1.608  0.22
H2 -1.841 -0.757 2.567  0.22
H3 -3.351 -0.781 1.450  0.23
H4 -0.554 -0.751 0.427  0.22
H5 -2.824 0.893 0.051  0.40
H6 0.305 0.431 -1.021  0.22
H7 0.912 3.347 -1.058  0.39
H8 0.568 2.313 -2.345  0.37
H9 0.830 0.490 1.548  0.22
H10 1.745 1.963 1.158  0.23
H11 3.245 0.324 1.184  0.24
H12 3.004 0.743 -0.610  0.26
H13 3.433 -2.859 -0.260  0.51
H14 -0.483 -2.144 -1.087  0.51


Least stable structure: one


one.
DFT (the ωB97M-V functional and the def2-TZVPD basis) results for an isolated ion of composition C10H12N3O and charge +1.

The calculation puts the HOMO-LUMO gap at 8.41 eV. Its multiplicity is 1. As for the net charge: +1.

Each line ends with the natural charge from an NBO analysis.
Cartesian coordinates (Å):
C1 -1.999 -1.626 -0.534  -0.42
N1 -0.710 -0.869 -0.567  -0.37
C2 -0.099 -0.843 -1.904  -0.44
C3 -0.183 -0.283 0.537  0.26
C4 -0.829 -0.499 1.807  -0.30
C5 -0.339 0.071 2.944  0.10
N2 0.655 0.918 2.940  -0.46
C6 1.190 1.325 1.775  0.12
C7 2.237 2.591 1.822  0.51
O1 2.763 2.826 2.868  -0.53
C8 2.323 3.253 0.623  -0.38
C9 1.934 2.614 -0.546  0.12
N3 1.409 1.343 -0.587  -0.56
C10 0.826 0.732 0.529  0.13
H1 -2.099 -2.028 -1.467  0.22
H2 -2.092 -2.549 0.167  0.23
H3 -2.880 -0.890 -0.339  0.23
H4 -0.487 0.002 -2.375  0.21
H5 0.962 -0.858 -1.982  0.22
H6 -0.388 -1.811 -2.386  0.25
H7 -1.550 -1.272 1.943  0.25
H8 -0.744 -0.150 3.943  0.24
H9 0.855 1.232 3.866  0.46
H10 2.646 4.205 0.488  0.25
H11 2.213 2.986 -1.465  0.23
H12 1.083 0.794 -1.433  0.43


two.
DFT (the ωB97M-V functional and the def2-TZVPD basis) results for an isolated ion of composition C10H12N3O and charge +1.

The calculation puts the HOMO-LUMO gap at 9.26 eV. Its multiplicity is 1. As for the net charge: +1.

Each line ends with the natural charge from an NBO analysis.
Cartesian coordinates (Å):
O1 1.508 2.801 0.041  -0.54
C1 0.544 2.133 -0.004  0.65
N1 -0.749 2.426 -0.002  -0.60
C2 -1.664 1.367 0.022  0.23
C3 -3.007 1.349 0.025  -0.26
C4 -3.672 0.122 0.059  -0.17
C5 -2.962 -1.038 0.061  -0.20
C6 -1.509 -1.044 0.051  -0.17
C7 -0.863 0.191 0.040  -0.13
C8 0.581 0.579 -0.033  0.01
C9 1.392 -0.059 -1.244  -0.21
N2 2.715 -0.106 -0.683  -0.65
C10 2.722 -0.494 0.634  -0.02
N3 1.360 0.007 1.181  -0.55
H1 -0.984 3.429 -0.040  0.44
H2 -3.516 2.374 0.177  0.24
H3 -4.688 0.024 -0.186  0.24
H4 -3.374 -2.001 0.214  0.23
H5 -0.986 -2.010 0.080  0.22
H6 1.184 -1.116 -1.386  0.21
H7 1.242 0.556 -2.126  0.25
H8 3.456 0.367 -1.212  0.44
H9 2.717 -1.507 0.845  0.18
H10 3.482 -0.104 1.358  0.24
H11 0.871 -0.809 1.749  0.47
H12 1.446 0.917 1.621  0.45


Least stable structure: one